No. 1
{"formula": "C21H25Cl2FINO6P", "method": "wB97M-V/def2-TZVPD", "e_homo_ev": -11.267, "total_charge": 1, "spin_multiplicity": 1, "homo_lumo_gap_ev": 6.43, "lumo_ha": -0.1777, "species": ["C", "C", "C", "C", "C", "C", "C", "C", "C", "I", "C", "C", "O", "O", "C", "P", "O", "Cl", "C", "C", "C", "O", "F", "N", "C", "C", "C", "Cl", "C", "H", "H", "H", "H", "H", "H", "H", "H", "H", "H", "H", "H", "H", "H", "H", "H", "H", "H", "H", "C", "C", "O", "O", "H", "H", "H", "H", "H", "H"], "coordinates": [[6.04533, 3.00172, 1.17371], [5.14744, 1.93502, 0.36932], [5.50998, 0.42341, 0.50448], [4.62955, -0.57821, -0.28217], [3.39703, -0.09837, -1.13926], [2.97841, 1.40851, -1.25866], [1.68046, 1.89900, -2.10318], [0.42144, 1.66402, -1.11480], [0.09396, 2.88635, -0.17372], [1.10508, 4.79139, -0.16404], [-1.07112, 2.68996, 0.82392], [-1.43631, 3.89679, 1.83251], [-0.89466, 4.03231, 2.95725], [-2.40011, 4.83505, 1.38254], [-1.87320, 1.32174, 0.87570], [-3.20772, 1.27851, 2.19929], [-4.08637, -0.17524, 2.24019], [-2.09196, 1.25318, 4.03502], [-1.46617, 0.22745, -0.14388], [-2.33807, -1.12253, -0.09441], [-3.81272, -0.93553, -0.71239], [-4.28080, 0.16435, -1.04859], [-4.59808, -2.13603, -0.80543], [-0.35600, 0.42449, -1.09123], [-0.04831, -0.69958, -2.05605], [-1.07921, -0.70275, -3.32931], [-1.86792, 0.71391, -3.48319], [-2.19262, -2.15997, -3.35915], [3.91850, 2.41733, -0.49189], [5.57143, 3.06311, 2.23088], [7.10462, 2.61188, 1.32982], [5.97764, 4.05385, 0.73832], [6.37563, 0.04381, 1.14334], [4.87885, -1.69538, -0.24012], [2.83254, -0.93651, -1.66886], [1.56992, 1.29731, -3.08622], [1.77965, 2.99465, -2.43633], [-2.30028, 4.83383, 0.39179], [-4.46769, -0.23224, 3.15728], [-2.35613, -1.43273, 1.02163], [-1.87862, -2.00923, -0.63965], [-0.03023, -1.72524, -1.51979], [0.98819, -0.60688, -2.52758], [-0.44191, -0.77460, -4.29344], [-2.50561, 0.66709, -4.44828], [-1.04236, 1.49107, -3.71576], [-2.46974, 0.99879, -2.55906], [3.76321, 3.54392, -0.51645], [-1.84997, -4.62827, 1.36552], [-1.81447, -5.63908, 2.50053], [-2.35110, -5.03992, 3.68107], [-1.10659, -3.46705, 1.73032], [-1.41982, -5.04500, 0.45230], [-2.87928, -4.31085, 1.16407], [-0.78503, -5.92585, 2.72552], [-2.39102, -6.53614, 2.25809], [-3.30124, -4.92248, 3.54102], [-1.27643, -3.32817, 2.67745]], "forces_ev_per_a": [[-1.47, -0.78, 0.59], [-1.23, -1.79, -1.24], [-3.65, 1.10, -2.71], [-0.79, 3.51, -0.08], [1.87, 1.91, 1.72], [3.54, -1.14, 2.07], [0.24, -1.29, 0.49], [-0.93, 1.68, 1.12], [-2.98, -4.00, 0.75], [-0.82, -1.44, -0.11], [0.75, -1.88, -1.76], [1.04, 1.24, 3.11], [-2.32, -1.02, -5.05], [2.45, -2.20, -0.78], [4.19, -0.40, -3.18], [-1.15, 0.63, 1.08], [1.48, 1.00, 0.57], [-0.42, -0.54, -1.38], [-0.12, 2.34, 1.30], [0.23, -0.37, 0.00], [-1.54, 2.75, -0.42], [1.78, -4.92, 1.29], [2.27, 2.79, 0.35], [-0.41, 2.19, 2.04], [-0.01, -1.12, -1.30], [0.56, 1.53, -0.65], [0.75, -0.66, -0.83], [0.71, 1.04, 0.22], [0.95, -3.39, 0.45], [0.80, -0.03, -1.64], [-1.41, 0.71, -0.53], [0.35, -1.59, 0.39], [-1.37, 0.77, -1.07], [-0.53, 1.90, -0.14], [0.84, 1.46, 0.77], [0.19, 0.87, 1.78], [-0.34, -1.65, 0.94], [-0.59, 0.10, 1.09], [0.38, 0.03, -1.09], [-0.32, 0.46, -1.92], [-0.46, 1.34, 0.72], [-0.22, 1.94, -0.69], [-1.54, 0.34, 1.13], [-1.04, -0.21, 1.74], [0.84, -0.01, 1.86], [-1.33, -1.06, 0.61], [0.70, -0.38, -1.44], [0.12, -1.82, -0.14], [0.11, 0.10, 0.27], [-0.39, 0.03, -0.05], [0.00, 0.15, -0.09], [0.09, 0.13, 0.11], [0.02, 0.07, 0.05], [-0.16, -0.28, -0.09], [-0.11, 0.07, 0.01], [0.14, -0.02, -0.18], [0.20, -0.08, 0.14], [0.07, -0.10, -0.21]], "lowdin_charge": [-0.090, -0.184, -0.020, -0.047, -0.031, -0.154, -0.131, -0.075, -0.474, 1.050, -0.083, -0.495, 0.060, 0.060, -0.229, 0.692, -0.366, 0.223, -0.048, -0.046, -0.333, 0.093, 0.032, 0.015, -0.135, -0.625, -0.098, 0.614, -0.008, 0.095, 0.083, 0.080, 0.106, 0.096, 0.072, 0.120, 0.093, 0.124, 0.075, 0.127, 0.086, 0.143, 0.100, 0.114, 0.107, 0.089, 0.066, 0.029, -0.243, -0.229, -0.069, -0.099, 0.123, 0.113, 0.129, 0.124, 0.096, 0.087]}

No. 2
{"formula": "C29H62N5OP2S2", "method": "wB97M-V/def2-TZVPD", "e_homo_ev": -9.623, "total_charge": 1, "spin_multiplicity": 1, "homo_lumo_gap_ev": 5.33, "lumo_ha": -0.1576, "species": ["C", "C", "C", "C", "C", "P", "S", "C", "N", "P", "C", "C", "C", "C", "C", "C", "C", "C", "C", "S", "C", "N", "N", "C", "O", "H", "H", "H", "H", "H", "H", "H", "H", "H", "H", "H", "H", "H", "H", "H", "H", "H", "H", "H", "H", "H", "H", "H", "H", "H", "H", "H", "H", "H", "H", "H", "H", "C", "C", "N", "C", "C", "C", "C", "H", "H", "H", "H", "H", "H", "H", "H", "H", "H", "H", "H", "H", "H", "H", "C", "C", "N", "C", "C", "C", "C", "H", "H", "H", "H", "H", "H", "H", "H", "H", "H", "H", "H", "H", "H", "H"], "coordinates": [[2.92405, 1.85358, 1.08860], [2.60602, 0.73059, 0.02923], [2.16560, 1.26994, -1.37627], [2.35952, 0.26961, -2.56528], [1.27371, 0.54321, -3.71604], [0.88549, 2.33398, -4.09084], [-0.90980, 2.85428, -3.49487], [0.07608, -0.14746, -2.94378], [0.52490, -1.11747, -2.19458], [-0.63365, -2.02451, -1.17589], [-1.34203, -0.69451, -0.02392], [-2.63446, 0.01654, -0.57334], [-2.00998, -2.73522, -2.24142], [-3.05684, -3.36724, -1.22831], [1.99323, -1.24553, -2.37978], [2.84881, -2.15334, -1.43208], [3.23899, -3.53372, -2.06233], [4.39307, -4.22392, -1.24774], [4.02361, -4.57297, 0.24312], [3.35948, -6.30186, 0.40527], [1.82361, -6.22139, -0.52396], [1.58582, -6.96366, -1.61185], [0.34426, -6.57968, -2.02226], [-0.11381, -5.65572, -1.19879], [0.78116, -5.38663, -0.20174], [2.56686, 1.46042, 2.07785], [4.02870, 1.94966, 1.18825], [2.39552, 2.81913, 0.91862], [3.50777, 0.07611, -0.03798], [1.79838, 0.07821, 0.46189], [1.10722, 1.63460, -1.26246], [2.76810, 2.19968, -1.56018], [3.38893, 0.33674, -2.99901], [1.61860, -0.01717, -4.62108], [1.07426, 2.57484, -5.47655], [1.80669, 3.11214, -3.34616], [-1.00284, 0.13220, -2.99016], [-0.54183, 0.09720, 0.01123], [-1.43318, -1.06678, 1.02214], [-3.35894, -0.65989, -1.07854], [-2.41190, 0.87682, -1.25968], [-3.17453, 0.46240, 0.29864], [-2.55699, -1.93332, -2.80716], [-1.61206, -3.52782, -2.91089], [-3.43778, -4.35383, -1.57554], [-3.94782, -2.71626, -1.06873], [-2.53445, -3.56443, -0.25146], [2.14932, -1.69856, -3.39629], [3.81197, -1.60124, -1.25784], [2.37231, -2.23540, -0.42061], [3.66711, -3.32765, -3.08118], [2.33289, -4.16908, -2.20386], [4.77569, -5.12148, -1.79568], [5.26154, -3.50938, -1.20352], [3.21891, -3.90158, 0.62710], [4.88927, -4.44277, 0.93815], [-1.12473, -5.26263, -1.38146], [7.94570, 5.41873, 3.77415], [6.69441, 6.16490, 4.21619], [5.57268, 6.01622, 3.30127], [4.48372, 6.94667, 3.56669], [3.74011, 6.81341, 4.89924], [5.16968, 4.65181, 3.00203], [4.76485, 3.75454, 4.17368], [8.24109, 5.70763, 2.76329], [8.77379, 5.65551, 4.44516], [7.80781, 4.33556, 3.80042], [6.95688, 7.22564, 4.27351], [6.43563, 5.85067, 5.23680], [3.75529, 6.88966, 2.75155], [4.88888, 7.96210, 3.50796], [3.07116, 5.95290, 4.90618], [3.11953, 7.69817, 5.06047], [4.42117, 6.73548, 5.74791], [5.99121, 4.16135, 2.46933], [4.35174, 4.66841, 2.27439], [5.45002, 3.83256, 5.01925], [4.76615, 2.70918, 3.85124], [3.75699, 3.97703, 4.52241], [-7.69348, -3.63774, -1.84294], [-7.30085, -2.67807, -0.72810], [-7.58189, -1.28371, -1.02833], [-6.95252, -0.35598, -0.09949], [-7.40365, -0.39391, 1.36371], [-8.95898, -0.97130, -1.38877], [-10.05802, -1.32377, -0.38292], [-7.22824, -3.35481, -2.78995], [-7.36098, -4.64836, -1.59540], [-8.77461, -3.67923, -1.98542], [-6.22141, -2.78882, -0.57525], [-7.78374, -3.00117, 0.20427], [-7.07033, 0.66472, -0.47612], [-5.87094, -0.53947, -0.12277], [-8.38383, 0.06178, 1.49698], [-6.70238, 0.17814, 1.97696], [-7.43102, -1.40896, 1.76297], [-9.18839, -1.47853, -2.33063], [-9.03352, 0.09211, -1.63340], [-9.93213, -2.32092, 0.04303], [-11.02949, -1.30522, -0.88245], [-10.10783, -0.60268, 0.43189]], "forces_ev_per_a": [[-0.26, -1.03, 0.46], [-0.09, -0.07, 0.34], [0.41, 0.09, 0.91], [0.01, 0.20, -0.98], [-0.23, -0.08, 1.38], [-1.29, 0.41, 0.66], [0.23, -0.34, -0.15], [1.19, -0.12, -0.94], [-1.86, 1.73, -1.53], [0.18, -2.04, 2.06], [0.00, 1.21, -1.40], [-0.29, 0.42, 0.66], [-1.02, 1.03, 0.03], [0.54, -0.16, 0.33], [1.53, -0.43, 0.02], [0.13, 0.49, 0.40], [0.31, 0.37, 0.03], [0.15, 0.36, 0.33], [-0.69, 0.31, -0.64], [-0.68, 0.46, -0.12], [0.78, -0.84, -1.11], [0.36, 1.90, 2.27], [-1.20, 1.06, 0.64], [0.78, -1.87, -1.58], [-0.11, -0.42, -0.71], [0.37, 0.53, -0.76], [-0.85, 0.45, -0.20], [0.57, -0.65, -0.07], [-0.68, 0.56, -0.11], [0.60, 0.46, -0.58], [0.77, -0.41, -0.35], [-0.45, -0.89, -0.08], [-0.76, -0.03, 0.48], [-0.68, 0.28, 0.56], [0.47, -0.28, 0.42], [0.33, -0.47, -0.70], [1.03, -0.17, -0.02], [-0.53, -0.79, 0.10], [-0.07, -0.14, -1.01], [0.61, 0.41, 0.39], [-0.01, -0.87, 0.52], [0.34, -0.30, -0.72], [0.63, -0.87, 0.08], [-0.05, 0.79, 0.33], [0.36, 0.72, 0.03], [0.87, -0.43, -0.03], [-0.72, 0.19, -0.62], [-0.34, 0.32, 0.70], [-0.84, -0.42, -0.19], [0.29, -0.08, -0.92], [-0.49, -0.21, 0.76], [0.69, 0.27, 0.18], [-0.48, 0.64, 0.56], [-0.78, -0.48, -0.15], [0.68, -0.41, -0.29], [-0.69, -0.58, -0.61], [0.89, 0.26, 0.98], [0.00, -0.10, -0.01], [0.14, -0.10, -0.01], [-0.21, 0.16, -0.25], [-0.01, 0.21, 0.04], [-0.17, 0.05, 0.00], [0.26, -0.19, -0.07], [-0.17, -0.20, 0.00], [-0.08, -0.02, 0.02], [-0.06, -0.01, -0.01], [0.02, 0.03, -0.02], [-0.25, 0.01, -0.03], [0.06, 0.02, 0.09], [0.09, -0.16, -0.03], [0.14, -0.08, 0.02], [0.06, -0.02, 0.07], [0.03, -0.02, -0.01], [-0.01, -0.02, -0.04], [0.07, 0.09, 0.08], [-0.02, 0.25, 0.07], [-0.01, 0.03, -0.04], [0.02, 0.02, 0.02], [0.06, 0.02, 0.11], [-0.07, -0.02, -0.03], [-0.16, -0.08, -0.07], [0.28, 0.30, -0.10], [0.11, 0.01, 0.07], [0.05, 0.14, 0.10], [-0.23, -0.19, -0.24], [-0.14, 0.10, 0.03], [-0.06, 0.06, 0.03], [-0.03, 0.05, 0.03], [0.05, 0.00, -0.03], [-0.03, 0.21, 0.13], [0.04, -0.11, 0.05], [-0.13, -0.09, -0.10], [-0.02, -0.15, -0.06], [0.00, -0.09, 0.01], [-0.01, -0.01, -0.02], [-0.02, 0.02, -0.03], [0.11, -0.07, 0.06], [0.22, -0.01, 0.11], [0.03, 0.02, -0.02], [0.04, -0.01, 0.00], [0.02, -0.10, 0.06]], "lowdin_charge": [-0.099, -0.243, -0.186, -0.232, -0.355, 0.426, 0.155, -0.061, -0.158, 1.040, -0.350, -0.142, -0.387, -0.158, -0.247, -0.158, -0.186, -0.238, -0.442, 0.943, -0.642, 0.048, 0.027, -0.189, 0.001, 0.081, 0.075, 0.082, 0.099, 0.097, 0.105, 0.117, 0.164, 0.136, -0.005, -0.008, 0.098, 0.063, 0.086, 0.042, 0.060, 0.084, 0.078, 0.075, 0.085, 0.053, 0.068, 0.152, 0.119, 0.101, 0.123, 0.103, 0.116, 0.114, 0.065, 0.089, 0.105, -0.091, -0.271, -0.197, -0.250, -0.087, -0.259, -0.085, 0.080, 0.075, 0.063, 0.120, 0.100, 0.110, 0.110, 0.053, 0.072, 0.068, 0.099, 0.103, 0.071, 0.061, 0.055, -0.087, -0.276, -0.197, -0.253, -0.083, -0.244, -0.081, 0.078, 0.073, 0.068, 0.093, 0.103, 0.114, 0.088, 0.058, 0.070, 0.068, 0.102, 0.116, 0.069, 0.076, 0.055]}

No. 3
{"formula": "C5H9N3O2", "method": "wB97M-V/def2-TZVPD", "e_homo_ev": -9.547, "total_charge": 0, "smiles": "[H]/N=C1\\N(C)CCN1C(=O)O", "spin_multiplicity": 1, "homo_lumo_gap_ev": 9.90, "relative_energy_kj_mol": 115.3, "lumo_ha": 0.0131, "species": ["H", "N", "C", "N", "C", "C", "C", "N", "C", "O", "O", "H", "H", "H", "H", "H", "H", "H", "H"], "coordinates": [[0.38939, 2.58055, -0.32233], [-0.43297, 1.94147, -0.33382], [-0.10420, 0.81276, -0.03119], [1.08142, 0.15425, 0.04224], [2.44888, 0.66801, -0.09379], [0.88064, -1.25493, 0.28603], [-0.61786, -1.56076, 0.26731], [-1.29226, -0.30126, -0.00148], [-2.58551, -0.05787, -0.08128], [-3.41956, -0.93777, -0.08479], [-3.01062, 1.26764, -0.22696], [2.47449, 1.26813, -1.04391], [2.67998, 1.20510, 0.87680], [3.01007, -0.29112, -0.22906], [1.26999, -1.37271, 1.21552], [1.33476, -1.70089, -0.58884], [-0.85845, -2.38975, -0.54710], [-0.95864, -1.93122, 1.19843], [-2.28955, 1.90035, -0.30179]], "forces_ev_per_a": [[-0.90, -0.39, -0.20], [0.50, 4.77, -0.16], [-1.62, -5.24, -0.68], [-2.00, 0.51, 0.21], [-1.32, -0.38, 0.16], [-1.18, 0.95, -2.68], [-1.10, -1.24, -2.29], [6.34, 2.40, 0.29], [-3.11, 1.45, -0.69], [0.39, 0.11, 0.26], [-0.16, -2.10, 0.31], [0.45, -0.21, 1.15], [0.43, -0.37, -1.46], [0.18, 1.27, 0.21], [1.55, -1.71, 2.53], [0.58, -1.04, 0.50], [0.35, 1.79, 1.60], [-0.27, -0.61, 0.97], [0.88, 0.04, 0.01]], "lowdin_charge": [0.095, 0.145, -0.323, -0.151, -0.017, -0.130, -0.105, 0.069, -0.585, 0.084, 0.076, 0.104, 0.111, 0.097, 0.094, 0.126, 0.167, 0.106, 0.039]}